Molecular formula: C51H47FeN8O4P2S
Method: DFT, ωB97M-V/def2-TZVPD

Structure (XYZ):
```
114
Properties=species:S:1:pos:R:3
Fe -1.13 -0.34 -0.45
S -6.68 3.26 3.42
P 1.93 1.55 -0.77
P 0.89 0.68 2.04
O -0.73 -2.33 -0.67
O -1.02 -3.36 1.92
O 0.71 1.07 -1.45
O -0.35 0.19 1.37
N -1.82 -0.25 -2.54
N -2.90 -1.80 -4.13
N -3.03 -0.57 0.59
N -5.30 3.91 2.87
N -1.94 1.86 0.03
N -1.18 -0.31 -4.94
N -3.29 0.63 -4.35
N -6.57 1.79 2.82
C -0.74 -0.09 -3.54
C -0.33 1.53 6.39
C -0.88 0.65 4.17
C 3.04 5.70 -2.49
C -2.17 0.67 -5.28
C 3.03 -2.77 2.34
C 4.54 0.89 -0.58
C -4.68 -1.90 1.70
C -1.20 0.89 5.51
C 4.32 -1.74 -1.30
C 3.32 0.38 -0.85
C -4.89 0.48 1.67
C 1.96 -1.88 2.05
C 0.89 -3.37 -2.01
C -1.36 3.01 -0.40
C -2.98 1.83 0.82
C 4.30 -2.36 2.74
C 4.60 -0.99 2.86
C 2.31 4.74 -3.20
C -1.60 4.15 0.40
C -3.54 -1.76 0.86
C 2.22 -0.52 2.25
C -5.40 -0.82 2.06
C 1.65 2.00 1.00
C 5.59 -1.17 -1.08
C -4.71 2.91 2.19
C 2.05 3.45 -2.72
C -3.43 3.03 1.51
C 1.93 -4.16 -2.05
C -2.43 -1.61 -2.73
C -2.85 0.85 -2.95
C 3.54 -0.10 2.62
C -5.40 1.72 2.23
C 1.18 1.85 4.60
C 2.26 -5.08 -1.05
C 3.14 -0.97 -1.24
C 5.72 0.17 -0.69
C -2.68 4.18 1.37
C 3.16 4.11 -0.72
C 3.50 5.33 -1.23
C 2.40 3.13 -1.41
C -0.55 -5.71 2.08
C 0.11 -3.27 -0.88
C 0.40 -4.20 0.23
C 1.38 -5.14 0.05
C -1.78 -1.67 -5.01
C -3.66 0.58 1.04
C 0.86 2.03 5.90
C 0.39 1.15 3.73
C -0.43 -4.28 1.44
C -3.87 -0.77 -4.41
H 0.06 -0.76 -3.41
H 6.56 -1.63 -1.26
H -2.28 1.78 -2.91
H 1.43 -5.82 0.89
H 1.12 2.97 1.03
H -0.66 1.78 7.41
H -2.80 5.12 1.90
H -1.70 -2.36 -2.42
H -3.31 -1.73 -2.12
H 1.56 2.75 -3.29
H 0.12 -5.84 2.93
H 5.12 -3.05 2.94
H 2.47 -4.34 -3.00
H 3.64 1.00 2.54
H 1.60 2.52 6.55
H -2.03 -1.78 -6.13
H 4.32 -2.82 -1.52
H 4.16 5.98 -0.63
H -1.85 1.69 -5.27
H 2.61 2.22 1.49
H -1.56 -5.78 2.55
H 2.17 2.15 4.27
H -0.59 3.00 -1.19
H 3.48 3.79 0.33
H -6.23 -1.04 2.64
H -4.61 -0.85 -3.57
H -0.30 0.90 -3.47
H -2.58 0.48 -6.26
H -3.68 0.87 -2.26
H 2.19 -1.41 -1.48
H 0.74 -2.66 -2.83
H 2.85 -3.90 2.24
H -4.85 -2.92 2.08
H 5.62 -0.67 3.05
H 6.62 0.68 -0.40
H 1.02 -2.27 1.77
H -2.18 0.58 5.87
H -4.36 -0.83 -5.38
H -0.31 -6.56 1.41
H -0.93 4.99 0.24
H -3.02 -2.67 0.57
H 1.90 4.91 -4.21
H -1.52 0.08 3.56
H 3.13 -5.77 -1.23
H 4.70 1.95 -0.23
H 3.32 6.70 -2.84
H -1.00 -2.47 -4.66
```

Expectation value of S² = 6.010
Charge = +1
HOMO-LUMO gap (spin up / spin down) = 0.2484 / 0.2511 Eh
ΔE to the lowest compared entry with this formula, charge and spin = 2.902 eV
2S+1 = 5
E_HOMO (spin up / spin down) = -9.6 / -9.7 eV
Total energy = -5055.1576 a.u.